Record 1
Density functional theory data (wB97M-V/def2-TZVPD) for the ion C14H22N with charge +1 in a non-equilibrium geometry.

Element x y z (Å)
C (-4.33431, 0.00034, 0.08983)
C (-3.70157, 0.50943, -1.04907)
C (-3.58480, -0.63473, 1.07611)
C (-2.37364, 0.70566, -0.86189)
C (-2.24111, -0.47122, 1.18880)
C (-1.62624, 0.27056, 0.20092)
C (0.39738, 1.53389, 0.64291)
C (-0.10045, 0.40090, 0.20894)
C (1.89053, 3.58086, 0.23008)
C (2.47826, -2.55297, 0.22970)
C (-0.18670, -1.58044, -1.44352)
C (1.73322, 2.14940, 0.95817)
C (1.14783, -1.75313, 0.70336)
C (0.63825, -0.87412, -0.38561)
N (1.87438, -0.40307, -1.07850)
H (-5.38246, -0.32952, 0.12716)
H (-4.24124, 0.90022, -1.87213)
H (-4.17372, -0.88225, 1.98653)
H (-1.65676, 1.11847, -1.65541)
H (-1.64473, -0.94318, 1.98326)
H (-0.35131, 2.13646, 0.95863)
H (2.32295, 4.24120, 0.92029)
H (0.88616, 3.84342, -0.07127)
H (2.56132, 3.58721, -0.63653)
H (2.43975, -3.47929, 0.85869)
H (3.47859, -2.02365, 0.37421)
H (2.37145, -2.80057, -0.81870)
H (-1.19913, -1.81891, -0.93059)
H (-0.41760, -0.97590, -2.30226)
H (0.35129, -2.40894, -1.87352)
H (2.53002, 1.42025, 0.79297)
H (1.79378, 2.31848, 2.05367)
H (1.37937, -1.20781, 1.58922)
H (0.45579, -2.46864, 1.11110)
H (2.23119, -1.38149, -1.50025)
H (2.52655, -0.24537, -0.30480)
H (1.72773, 0.51843, -1.50052)

- LUMO (spin up / spin down): -3.0 / -5.6 eV
- Orbital gap (spin up / spin down): 4.8 / 6.7 eV
- M: 204.3 g mol⁻¹
- <S²>: 2.01
- Charge: +1
- Calculated total energy: -600.91054 a.u.
- ΔE to the lowest compared entry with this formula, charge and spin: 30.5 kJ/mol
- Multiplicity: 3

---

Record 2
Density functional theory data (wB97M-V/def2-TZVPD) for a structure of composition C4H17Br2MnNO4 in a non-equilibrium geometry.

Element x y z (Å)
Mn (1.27161, 0.50833, 1.29058)
Br (2.57211, 0.95356, -1.07950)
Br (-0.08272, -0.07118, 3.66633)
C (-2.10699, -1.05086, 0.07444)
C (-1.04416, -0.13257, -0.54599)
C (-1.65578, 0.59190, -1.75340)
O (-2.02996, -0.36973, -2.76105)
C (-0.90553, -1.12279, -3.34698)
N (-0.60102, 0.79664, 0.49173)
H (-2.89456, -1.36944, -0.60844)
H (-2.83509, -0.69181, 0.80179)
H (-1.54319, -1.89563, 0.47016)
H (-0.20655, -0.79228, -0.77249)
H (-0.98053, 1.40111, -2.03145)
H (-2.50208, 1.22157, -1.47884)
H (-1.17181, -1.69893, -4.23312)
H (-0.67607, -1.84482, -2.56334)
H (-0.20545, -0.30009, -3.49253)
H (-1.00733, 1.69614, 0.27747)
H (-1.12930, 0.71952, 1.34909)
O (1.57983, -1.59122, 0.83232)
H (2.21969, -1.99946, 1.41556)
H (1.29830, -2.29862, 0.25219)
O (1.29123, 2.42894, 1.89489)
H (1.62711, 3.14176, 1.35147)
H (1.22231, 2.80738, 2.77141)
O (3.17641, 0.16178, 2.42286)
H (3.92649, 0.53009, 1.95600)
H (3.39302, 0.27072, 3.34884)

- LUMO (spin up / spin down): -0.1 / -0.2 eV
- Orbital gap (spin up / spin down): 8.0 / 8.6 eV
- M: 357.9 g mol⁻¹
- <S²>: 8.75
- Charge: 0
- Calculated total energy: -6817.42209 a.u.
- ΔE to the lowest compared entry with this formula, charge and spin: 102.5 kJ/mol
- Multiplicity: 6

---

Record 3
Density functional theory data (wB97M-V/def2-TZVPD) for the ion C4H12N3O with charge +1 in a non-equilibrium geometry.

Element x y z (Å)
N (0.68588, -2.43447, -0.11143)
C (0.13709, -1.22126, -0.07803)
O (-0.95719, -1.07152, 0.48017)
C (1.09282, -0.04395, -0.25438)
N (1.26305, 0.46587, -1.57785)
C (0.58001, 1.05338, 0.73415)
C (-0.60860, 1.84980, 0.23120)
N (-1.93250, 1.16857, 0.58526)
H (1.49230, -2.57206, -0.71648)
H (0.17284, -3.26382, 0.13646)
H (2.05820, -0.26624, 0.18042)
H (2.15263, 0.78005, -1.92025)
H (0.53781, 0.37654, -2.25163)
H (0.26681, 0.54189, 1.64642)
H (1.35423, 1.76233, 0.97378)
H (-0.65622, 2.87877, 0.56902)
H (-0.62802, 1.86281, -0.84343)
H (-2.61578, 1.23112, -0.15151)
H (-2.27795, 1.55453, 1.47001)
H (-1.60658, 0.18530, 0.75405)

- Structure (SMILES): NC(=O)[C@@H](N)CC[NH3+]
- LUMO: -2.9 eV
- Orbital gap: 10.1 eV
- M: 118.2 g mol⁻¹
- Charge: +1
- Calculated total energy: -398.89753 a.u.
- ΔE to the lowest compared entry with this formula, charge and spin: 52.0 kJ/mol

---

Record 4
Density functional theory data (wB97M-V/def2-TZVPD) for a structure of composition C4H5N3 in a non-equilibrium geometry.

Element x y z (Å)
N (1.72357, -0.72263, 2.39649)
C (0.93800, -0.26969, 1.66596)
C (-0.07596, 0.28515, 0.83911)
C (0.31485, 1.22980, -0.29940)
N (0.19564, 0.48404, -1.56853)
C (-0.42905, -0.58731, -1.36277)
N (-0.80999, -0.85169, 0.00363)
H (-1.43009, -0.17112, 0.65260)
H (-0.35617, 2.09339, -0.38127)
H (1.33301, 1.61715, -0.18951)
H (-0.70316, -1.31150, -2.12416)
H (-0.70067, -1.79559, 0.36785)

- LUMO: 0.5 eV
- Orbital gap: 8.9 eV
- M: 95.1 g mol⁻¹
- Charge: 0
- Calculated total energy: -319.54414 a.u.
- ΔE to the lowest compared entry with this formula, charge and spin: 441.3 kJ/mol